Record 1
The following is a DFT calculation (ωB97M-V/def2-TZVPD) of C7H5N in the gas phase in a non-equilibrium geometry.

Computed properties:
LUMO energy (spin up / spin down)	-0.891 / -0.891	eV
energy	-8824.20231	eV
Kohn-Sham gap (spin up / spin down)	7.9 / 7.9	eV
max |F|	5.1	eV/Å
energy above the lowest of the compared OMol25 structures with the same formula, charge and spin	4.011	eV
HOMO (spin up / spin down)	-8.7 / -8.7	eV

```
! wB97M-V def2-TZVPD RIJCOSX def2/J DEFGRID3
* xyz 0 1
C 3.015 -0.056 -0.088
C -0.400 -1.571 0.012
C -0.809 -0.294 -0.101
C 1.024 -1.797 0.027
C 1.854 -0.762 -0.158
C 0.087 0.784 -0.040
C 0.544 2.037 0.121
N 3.933 0.659 0.070
H -1.068 -2.366 0.226
H -1.936 -0.373 0.054
H 1.427 -2.707 0.288
H 1.558 2.025 0.048
H -0.157 2.852 0.406
*
```

Atom charges from the Mulliken analysis, given in e for atoms 1 to 5: C 0.17; C -0.12; C -0.32; C -0.38; C -0.06

Record 2
The following is a DFT calculation (ωB97M-V/def2-TZVPD) of 2 unconnected molecules or ions with the total composition C7H18N3 in a non-equilibrium geometry.

Computed properties:
LUMO energy	-4.805	eV
energy	-12011.49894	eV
Kohn-Sham gap	8.8	eV
max |F|	5.1	eV/Å
energy above the lowest of the compared OMol25 structures with the same formula, charge and spin	4.857	eV
HOMO	-13.6	eV

```
! wB97M-V def2-TZVPD RIJCOSX def2/J DEFGRID3
* xyz 1 1
C -0.835 -0.234 -0.165
C -2.946 -1.235 -0.772
C -2.640 -0.014 1.489
C -2.916 1.190 -0.742
C 3.567 1.159 0.534
C 4.178 -1.229 0.292
C -2.285 -0.088 -0.070
N -0.088 0.458 -0.865
N 2.287 -0.425 -0.779
N 3.244 -0.184 -0.046
H -3.983 -0.959 -0.940
H -2.964 -2.142 -0.129
H -2.530 -1.439 -1.794
H -2.867 -1.003 1.946
H -1.761 0.436 1.981
H -3.464 0.699 1.449
H -4.025 1.116 -0.644
H -2.594 1.465 -1.789
H -2.638 2.111 -0.117
H 4.597 1.416 0.086
H 2.826 1.848 0.125
H 3.776 1.159 1.523
H 4.073 -1.415 1.321
H 4.206 -2.277 -0.090
H 5.158 -0.776 0.026
H -0.582 1.300 -1.115
H -0.374 -1.206 0.180
H 1.579 0.269 -0.895
*
```

Atom charges from the Mulliken analysis, given in e for atoms 1 to 5: C -0.72; C -1.53; C -1.37; C -1.94; C -0.76

Record 3
The following is a DFT calculation (ωB97M-V/def2-TZVPD) of 2 unconnected molecules or ions with the total composition CH3N3O3 in a non-equilibrium geometry.

Computed properties:
LUMO energy (spin up / spin down)	-0.214 / -2.962	eV
energy	-11689.16278	eV
Kohn-Sham gap (spin up / spin down)	5.6 / 7.5	eV
max |F|	11.2	eV/Å
energy above the lowest of the compared OMol25 structures with the same formula, charge and spin	2.896	eV
HOMO (spin up / spin down)	-5.8 / -10.5	eV

```
! wB97M-V def2-TZVPD RIJCOSX def2/J DEFGRID3
* xyz 0 3
C 2.445 -0.958 0.084
N 1.228 -1.084 0.337
N -0.804 0.614 0.452
N -1.704 0.806 -0.583
O 3.560 -0.561 0.065
O -1.709 -0.084 -1.327
O -2.361 1.781 -0.623
H 0.216 0.018 0.533
H 0.395 -1.527 -0.245
H -1.265 0.996 1.307
*
```

Atom charges from the Mulliken analysis, given in e for atoms 1 to 5: C 0.60; N -0.62; N -0.54; N 1.21; O -0.35

Record 4
The following is a DFT calculation (ωB97M-V/def2-TZVPD) of C23H22N2O3 in the gas phase.

Computed properties:
LUMO energy	0.401	eV
energy	-33331.26522	eV
SMILES string	COC(=O)[C@H](CNCc1cc(O)cc(C#N)c1)Cc1cccc2ccccc12
Kohn-Sham gap	8.8	eV
max |F|	0.2	eV/Å
energy above the lowest of the compared OMol25 structures with the same formula, charge and spin	1.804	eV
HOMO	-8.4	eV

```
! wB97M-V def2-TZVPD RIJCOSX def2/J DEFGRID3
* xyz 0 1
C -2.419 -1.055 3.980
O -1.934 -1.012 2.632
C -1.103 0.003 2.363
O -0.786 0.830 3.180
C -0.568 -0.048 0.950
C 0.884 -0.527 1.083
N 1.427 -0.944 -0.197
C 2.839 -1.273 -0.122
C 3.455 -1.392 -1.495
C 4.830 -1.271 -1.637
C 5.425 -1.355 -2.888
O 6.780 -1.230 -2.944
C 4.649 -1.544 -4.021
C 3.271 -1.660 -3.871
C 2.450 -1.827 -5.041
N 1.793 -1.942 -5.976
C 2.668 -1.593 -2.622
C -0.770 1.351 0.290
C 0.426 1.970 -0.390
C 1.305 2.707 0.355
C 2.471 3.266 -0.211
C 2.747 3.081 -1.531
C 1.864 2.336 -2.350
C 2.147 2.120 -3.721
C 1.314 1.377 -4.501
C 0.150 0.809 -3.943
C -0.156 1.007 -2.627
C 0.686 1.782 -1.786
H -3.073 -1.920 4.031
H -1.590 -1.160 4.678
H -2.967 -0.145 4.215
H -1.111 -0.812 0.393
H 1.479 0.266 1.560
H 0.908 -1.388 1.758
H 1.323 -0.186 -0.860
H 3.411 -0.519 0.443
H 2.954 -2.220 0.417
H 5.463 -1.098 -0.774
H 7.076 -1.302 -3.857
H 5.098 -1.595 -5.005
H 1.596 -1.690 -2.532
H -1.618 1.298 -0.389
H -1.059 2.039 1.085
H 1.101 2.857 1.410
H 3.143 3.840 0.414
H 3.642 3.499 -1.976
H 3.051 2.553 -4.135
H 1.546 1.201 -5.544
H -0.497 0.203 -4.565
H -1.046 0.549 -2.218
*
```

Atom charges from the Mulliken analysis, given in e for atoms 1 to 5: C -0.70; O -0.33; C -0.31; O -0.60; C 1.54